No. 1
Computed, not measured: a cluster of 2 separate species, C2H3N in total, with wB97M-V/def2-TZVPD.

Positions of all 6 atoms, in Å:
N -0.712 -1.263 0.585
C 0.687 -0.694 -0.069
C -0.706 -0.252 -0.104
H -2.405 1.484 -0.264
H 1.259 -0.119 0.583
H 1.316 -1.149 -0.794

Output
- LUMO level (spin up / spin down) (eV) = -0.161 / -1.439
- strongest force on any atom (eV Å⁻¹) = 1.82
- HOMO energy (spin up / spin down) (eV) = -9.658 / -10.468
- gap between HOMO and LUMO (spin up / spin down) (eV) = 9.50 / 9.03

***

No. 2
Computed, not measured: a cluster of 7 separate species, C27H55Cl3O9 in total, with wB97M-V/def2-TZVPD.

Positions of all 94 atoms, in Å:
Cl -0.536 5.967 4.975
Cl -1.800 3.343 4.869
Cl 1.033 3.786 4.049
O -5.146 0.705 3.241
O 1.804 -0.863 -2.222
O -2.313 -4.076 1.772
O -0.265 3.990 -1.059
O 7.746 1.823 -1.242
O -0.938 -1.086 -1.683
O -0.405 1.859 1.947
O 2.356 1.838 1.641
O -0.348 -3.652 -3.008
C -1.953 -3.481 0.585
C -0.644 4.488 4.092
C -5.273 -0.052 1.045
C -1.110 4.882 -0.284
C -3.149 -3.348 -0.337
C 2.153 0.465 -0.316
C 1.969 3.805 -2.090
C 0.762 -4.399 -2.424
C -2.459 -5.528 1.780
C -3.809 -5.926 2.281
C -1.314 -4.483 -3.625
C 1.717 -4.767 -3.515
C -0.687 0.428 0.155
C -4.554 0.939 4.416
C -1.763 -3.784 -4.905
C 1.332 -0.351 -1.227
C -4.413 -0.144 2.334
C 0.113 1.172 1.062
C 1.600 1.137 0.733
C 9.250 2.453 0.504
C 1.091 4.384 -0.976
C -5.297 2.153 5.110
C 8.161 2.972 -0.455
C -2.379 4.115 -0.207
C 6.017 0.716 -2.487
C -0.141 -0.262 -0.890
C 6.640 2.083 -2.031
H -3.504 -4.298 -0.737
H -3.843 -6.989 2.523
H 7.257 3.347 0.024
H 0.570 -5.208 -1.719
H -1.754 -2.723 -4.656
H 5.214 0.938 -3.190
H 6.783 0.135 -3.001
H 5.544 0.087 -1.733
H -5.153 0.953 0.641
H -2.210 -4.522 -3.005
H -4.395 0.162 5.164
H -5.269 3.142 4.653
H -2.740 3.848 -1.200
H -0.304 -1.686 -2.082
H 7.116 2.681 -2.809
H 8.990 1.529 1.022
H 10.241 2.277 0.087
H 2.672 -5.110 -3.116
H -1.062 -5.533 -3.772
H 5.818 2.586 -1.521
H -2.671 -4.134 -5.395
H 1.271 -5.571 -4.099
H -4.554 -5.690 1.521
H -4.013 -5.371 3.197
H -3.496 1.104 4.212
H -0.975 -3.703 -5.653
H -1.316 5.879 -0.672
H -1.758 0.341 0.262
H 1.715 2.782 -2.366
H -4.381 -1.195 2.619
H 1.389 4.114 0.037
H -0.975 4.555 3.056
H -1.716 -2.469 0.916
H -1.656 -5.873 2.431
H -3.956 -2.896 0.239
H 1.175 5.471 -0.993
H -0.806 4.932 0.762
H -6.339 -0.175 1.236
H 9.497 3.165 1.291
H -1.104 -3.932 0.071
H 8.556 3.784 -1.064
H -2.291 -5.997 0.811
H 1.291 -3.683 -1.796
H 2.994 3.858 -1.723
H -4.899 -0.663 0.224
H -2.972 -2.697 -1.193
H -4.757 2.332 6.039
H 1.834 -4.034 -4.313
H -2.198 3.142 0.249
H -3.380 0.176 2.195
H 1.755 2.021 2.367
H -3.180 4.607 0.346
H 3.229 0.504 -0.409
H 2.000 4.409 -2.996
H -6.333 1.988 5.405

Output
- LUMO level (spin up / spin down) (eV) = -3.836 / -8.888
- spin multiplicity = 2
- total charge = +1
- strongest force on any atom (eV Å⁻¹) = 4.56
- HOMO energy (spin up / spin down) (eV) = -10.860 / -10.860
- gap between HOMO and LUMO (spin up / spin down) (eV) = 7.02 / 1.97

***

No. 3
Computed, not measured: a structure of composition C54H75As2F12N12, with wB97M-V/def2-TZVPD.

Positions of all 155 atoms, in Å:
As -0.707 -0.143 -0.277
As -5.005 -3.111 2.438
F -4.001 -4.427 3.035
F -1.987 -1.395 -0.155
F -0.198 -0.359 1.479
F -1.120 0.153 -2.000
F -5.122 -3.882 0.765
F -3.526 -2.213 2.089
F -1.936 0.996 0.275
F -6.478 -4.056 2.894
F 0.545 -1.282 -0.728
F -5.886 -1.686 1.818
F 0.535 1.184 -0.358
F -5.054 -2.455 4.181
N -2.646 -1.570 -7.317
N 0.084 4.225 -2.628
N 0.079 -3.787 4.094
N -4.343 0.740 -1.284
N 2.268 4.724 -2.271
N -4.749 1.544 0.785
N 1.977 1.373 -4.912
N 5.747 -4.483 0.020
N -2.450 -4.456 -0.904
N 4.347 4.941 9.425
N 0.121 2.829 4.273
N 3.050 -0.347 -4.028
C 5.659 -3.461 0.900
C -1.279 3.765 -2.492
C 6.940 -4.588 -0.828
C -5.495 -1.063 -2.518
C 4.505 -3.383 1.640
C -2.140 -1.299 -5.077
C 1.883 -5.067 3.348
C -4.983 2.583 -0.105
C -3.260 -2.763 -7.104
C -1.129 -3.635 4.963
C -2.606 -2.587 -4.809
C -1.796 3.991 -1.076
C 1.341 -3.068 2.187
C 3.608 -5.358 0.607
C 2.194 2.590 5.383
C -4.738 2.059 -1.346
C -3.620 -3.840 -2.914
C 1.684 -0.607 -3.958
C 4.036 -1.370 -3.688
C 5.261 5.432 10.470
C 4.190 5.724 8.344
C 1.255 3.858 -1.966
C 0.463 5.327 -3.447
C 0.990 0.475 -4.589
C 0.878 -4.815 4.275
C 1.804 3.490 6.354
C 4.781 -5.452 -0.126
C -2.461 -3.197 -3.439
C 2.208 -4.183 2.310
C 3.222 1.011 -4.435
C -1.345 -3.147 -2.620
C -2.332 -5.094 0.361
C 0.506 3.944 6.310
C -3.238 -3.293 -5.806
C -1.347 -3.819 -1.355
C 3.581 4.694 -1.641
C -4.229 -0.241 -2.390
C -3.591 -4.449 -1.653
C -4.418 0.421 0.054
C 3.100 3.239 8.611
C 3.479 -4.332 1.520
C -2.559 -1.110 -8.734
C 1.680 2.451 -7.157
C 2.757 3.982 7.448
C -5.033 1.756 2.173
C 3.870 3.735 9.569
C 1.871 5.618 -3.255
C -2.019 -0.851 -6.374
C 3.388 5.205 7.247
C -0.278 3.754 5.190
C -0.723 2.669 3.031
C 0.310 -2.896 3.094
C 1.790 2.567 -5.614
C 1.337 2.234 4.306
H 4.055 3.227 10.504
H -3.668 -4.271 -5.646
H -0.644 3.673 2.613
H 6.602 -4.422 -1.851
H 2.536 1.891 -7.533
H 1.886 3.370 -7.706
H -1.363 2.694 -2.675
H 2.609 3.251 -5.396
H 4.266 -2.104 -4.460
H 0.064 4.576 7.066
H 1.409 3.066 -1.248
H -0.381 -3.931 -0.885
H -0.286 5.874 -4.001
H -0.294 1.871 2.425
H 3.623 -1.875 -2.815
H -1.290 4.121 5.107
H -5.280 2.799 2.371
H -4.464 -4.950 -1.261
H 0.932 3.046 -5.142
H 2.558 6.397 -3.552
H -6.372 -0.417 -2.535
H 3.532 4.302 -0.625
H 6.284 5.245 10.144
H -3.374 -0.873 -2.153
H -1.931 -3.403 4.262
H -1.786 5.061 -0.871
H -0.427 -2.733 -3.010
H -1.160 3.449 -0.376
H -4.576 -3.797 -3.416
H -5.519 -1.642 -3.441
H 2.806 -6.079 0.556
H 5.028 6.492 10.577
H -2.760 -0.040 -8.682
H -1.782 -0.679 -4.268
H -1.568 -1.297 -9.147
H 2.631 2.268 8.672
H 3.967 5.710 -1.559
H -5.570 -1.734 -1.662
H -1.314 -4.568 5.495
H -1.322 -5.471 0.518
H -1.736 2.328 3.243
H 6.535 -2.830 0.947
H -1.443 0.051 -6.518
H -1.954 4.164 -3.248
H 4.403 -2.635 2.413
H 5.174 4.969 11.453
H 1.644 1.618 3.473
H -2.445 -4.309 1.109
H -4.083 0.198 -3.377
H -5.817 1.070 2.492
H 4.799 6.604 8.196
H -3.440 -1.433 -9.288
H 4.987 -0.878 -3.483
H 1.533 -2.372 1.385
H 1.244 -1.513 -3.567
H -4.173 -0.527 0.509
H -3.147 -5.795 0.541
H 0.702 2.140 -7.524
H -0.325 -2.024 3.047
H 3.406 5.842 6.375
H -0.028 0.696 -4.874
H 3.177 2.144 5.354
H 0.641 -5.519 5.060
H 4.219 4.122 -2.314
H -5.262 3.583 0.192
H 2.480 -5.960 3.465
H 5.020 -6.281 -0.775
H -4.141 1.325 2.628
H 7.783 -3.921 -0.650
H -4.913 2.594 -2.268
H 4.128 1.596 -4.489
H -0.879 -2.938 5.763
H 7.455 -5.533 -0.655
H -3.837 -3.134 -7.939
H -2.862 3.797 -0.954

Output
- LUMO level (eV) = -14.489
- total charge = +7
- strongest force on any atom (eV Å⁻¹) = 5.06
- HOMO energy (eV) = -22.004
- gap between HOMO and LUMO (eV) = 7.51

***

No. 4
Computed, not measured: a structure of composition C9H25GaI2N3O2P, with wB97M-V/def2-TZVPD.

Positions of all 43 atoms, in Å:
I -0.175 2.020 -4.317
I -2.885 0.159 -4.672
Ga -2.294 -1.861 -1.994
P -4.451 -2.119 -1.058
O -4.467 -1.629 0.599
O 2.395 1.345 1.134
N -0.379 -4.462 -2.353
N -5.448 -0.928 -1.954
N 0.887 2.916 2.638
C -0.386 0.352 -2.908
C 0.355 0.726 -1.580
C 1.394 1.668 3.305
C 0.151 -3.487 -1.697
C 2.601 2.035 4.156
C 3.820 1.234 1.187
C -1.941 0.097 -2.676
C 1.705 0.681 2.181
C -0.767 -2.581 -0.798
H -4.493 -2.450 1.097
H -0.040 2.773 2.226
H -2.373 0.876 -2.001
H 0.759 0.339 1.751
H 2.233 -0.206 2.536
H -0.191 0.407 -0.661
H -5.534 -1.359 -2.881
H -1.131 -3.268 0.010
H 3.307 2.674 3.623
H 0.612 1.811 -1.524
H 1.332 0.172 -1.585
H 4.147 0.331 1.706
H 2.286 2.581 5.049
H 4.193 1.206 0.164
H 4.242 2.116 1.674
H 0.029 -0.565 -3.394
H -2.310 -2.757 -3.336
H 1.253 -3.281 -1.793
H 1.518 3.127 1.850
H 3.128 1.140 4.484
H 0.594 1.289 3.942
H -4.811 -0.143 -2.126
H 0.848 3.723 3.261
H -0.089 -1.781 -0.396
H 0.379 -4.922 -2.869

Output
- LUMO level (eV) = -1.722
- strongest force on any atom (eV Å⁻¹) = 2.24
- HOMO energy (eV) = -5.464
- gap between HOMO and LUMO (eV) = 3.74

***

No. 5
Computed, not measured: a cluster of 2 separate species, C5H7N3OS3 in total, with wB97M-V/def2-TZVPD.

Positions of all 19 atoms, in Å:
S 2.095 -1.338 -0.957
S -1.885 -0.079 -2.113
S 3.197 -3.809 0.254
O -1.570 -0.308 2.523
N -0.315 -0.129 2.022
N -0.420 0.336 0.860
N -2.481 0.073 1.605
C 2.616 -2.304 0.380
C -2.301 0.980 -0.695
C 1.590 0.154 -0.158
C -1.767 0.463 0.594
C 1.108 1.195 -0.828
H -3.391 1.012 -0.639
H -1.941 1.996 -0.866
H 1.697 0.172 0.922
H 0.808 2.094 -0.300
H 2.523 -1.806 1.346
H -0.559 0.108 -2.043
H 0.997 1.191 -1.909

Output
- LUMO level (eV) = -0.362
- strongest force on any atom (eV Å⁻¹) = 3.65
- HOMO energy (eV) = -8.502
- gap between HOMO and LUMO (eV) = 8.14
- SMILES string = SCc1nnon1.C=CSC=S

***

No. 6
Computed, not measured: a structure of composition C9H28AgN4O5, with wB97M-V/def2-TZVPD.

Positions of all 47 atoms, in Å:
Ag 0.169 0.823 -0.224
O 2.384 1.743 -0.188
O -0.551 -4.008 -0.830
O 0.268 2.334 -2.014
O -0.690 2.269 1.684
O -2.032 0.400 -1.423
N 1.349 0.099 2.021
N -2.206 1.782 -3.226
N -3.927 0.762 -2.655
N 1.477 -0.937 -1.352
C 0.792 -2.153 -1.691
C -1.362 -4.487 0.230
C 1.779 -3.100 -2.373
C -2.625 0.943 -2.356
C 0.153 -2.806 -0.434
C 1.777 0.907 4.219
C 0.800 0.900 3.030
C -0.908 3.481 0.931
C 0.396 2.345 2.603
H -2.082 -3.711 0.491
H 2.572 -3.463 -1.719
H -1.829 3.368 0.357
H -4.412 0.129 -2.035
H -0.625 2.553 -1.682
H 2.147 -2.460 -3.175
H -2.927 2.202 -3.794
H 1.963 -0.490 -2.117
H 2.011 0.581 1.430
H 2.267 -1.200 -0.780
H -0.114 0.398 3.346
H 0.987 -3.064 0.219
H -1.231 2.020 -3.339
H 2.729 1.411 4.057
H -0.816 -4.655 1.158
H 1.306 -3.996 -2.775
H 1.860 -0.136 4.526
H -0.437 -2.070 0.113
H 0.025 -1.811 -2.386
H -2.069 -5.274 -0.032
H 2.687 2.225 0.606
H -4.365 1.396 -3.307
H 0.012 2.927 3.441
H -0.110 3.750 0.239
H 1.227 2.881 2.144
H 1.973 -0.567 2.454
H 1.248 1.408 5.029
H -1.044 4.349 1.577

Output
- LUMO level (eV) = 3.015
- total charge = -1
- strongest force on any atom (eV Å⁻¹) = 4.93
- HOMO energy (eV) = -2.528
- gap between HOMO and LUMO (eV) = 5.54

***

No. 7
Computed, not measured: an isolated molecule of C7H8N4, with wB97M-V/def2-TZVPD.

Positions of all 19 atoms, in Å:
N 0.296 -1.047 0.611
N -2.096 -0.154 -0.980
N -3.427 -1.779 0.109
N -2.868 -0.970 -0.343
C 1.273 -1.810 0.291
C 0.344 0.308 0.397
C 2.535 0.067 -0.537
C -0.855 1.157 0.811
C 1.492 0.885 -0.162
C -1.964 1.112 -0.291
C 2.518 -1.272 -0.325
H -1.156 0.644 1.688
H -0.790 2.235 1.007
H 3.164 -1.988 -0.589
H -2.816 1.301 0.365
H -1.604 1.862 -1.213
H 1.413 1.937 -0.333
H 3.593 0.510 -0.873
H 0.950 -2.997 0.369

Output
- LUMO level (eV) = 0.851
- strongest force on any atom (eV Å⁻¹) = 7.44
- HOMO energy (eV) = -8.901
- gap between HOMO and LUMO (eV) = 9.75

***

No. 8
Computed, not measured: a cluster of 12 separate species, C2H25NO14 in total, with wB97M-V/def2-TZVPD.

Positions of all 42 atoms, in Å:
O 4.062 1.337 0.738
O 1.617 -1.683 -0.065
O 2.325 -0.013 -2.299
O 1.396 2.833 -0.761
O -3.174 1.265 -2.063
O -1.764 1.793 -0.060
O -2.517 -1.926 -2.289
O -1.141 0.205 -3.088
O 0.010 -0.236 -0.457
O 0.279 2.397 2.188
O -2.005 -0.618 1.530
O 3.668 -1.502 1.716
O -4.471 -0.473 -0.620
O 2.720 -0.030 3.900
N -0.300 -2.039 1.018
C 0.485 -1.212 0.153
C -1.531 -1.695 1.693
H -2.417 0.688 -2.536
H -3.960 -0.567 0.185
H 3.574 1.609 1.517
H -3.737 0.585 -1.552
H 3.451 -1.902 0.879
H -1.988 -1.227 -2.720
H 3.434 0.891 0.173
H -4.485 -1.426 -0.897
H 4.339 -0.842 1.530
H 0.262 -2.800 1.461
H -0.133 2.596 1.351
H -2.696 1.576 -1.114
H -2.138 -2.080 -1.423
H -0.713 0.750 -3.757
H -1.034 1.182 -0.202
H 1.182 2.259 -1.527
H 0.773 3.202 2.385
H 2.202 2.347 -0.562
H 1.997 0.303 3.338
H -1.848 -2.577 2.206
H 3.267 -0.455 3.222
H -2.067 1.724 0.849
H -0.492 -0.357 -2.647
H 2.819 -0.577 -2.893
H 1.993 -0.514 -1.561

Output
- LUMO level (spin up / spin down) (eV) = -3.833 / -9.240
- spin multiplicity = 2
- total charge = +1
- strongest force on any atom (eV Å⁻¹) = 5.42
- HOMO energy (spin up / spin down) (eV) = -13.478 / -13.478
- gap between HOMO and LUMO (spin up / spin down) (eV) = 9.64 / 4.24

***

No. 9
Computed, not measured: an isolated molecule of C6H6S, with wB97M-V/def2-TZVPD.

Positions of all 13 atoms, in Å:
S -0.700 1.586 1.489
C 0.038 0.851 -0.936
C 0.868 -1.067 0.214
C -0.468 -1.131 0.438
C 1.120 0.404 0.002
C 0.919 1.079 1.154
C -1.049 0.531 0.076
H 0.089 1.985 -1.282
H 1.546 -1.804 0.574
H -2.063 0.330 -0.359
H 1.281 0.749 2.038
H -0.068 0.175 -1.762
H -1.209 -1.895 0.497

Output
- LUMO level (spin up / spin down) (eV) = 0.099 / 0.099
- strongest force on any atom (eV Å⁻¹) = 4.48
- HOMO energy (spin up / spin down) (eV) = -7.974 / -7.975
- gap between HOMO and LUMO (spin up / spin down) (eV) = 8.07 / 8.07
- SMILES string = C1=C[C@@H]2CC1=CS2

***

No. 10
Computed, not measured: an isolated molecule of C3H8N2O2, with wB97M-V/def2-TZVPD.

Positions of all 15 atoms, in Å:
O 1.608 1.409 0.814
O 1.525 -0.899 -0.195
N 0.359 0.753 0.836
N -0.757 -0.804 -0.522
C -0.841 1.667 0.773
C -0.656 -2.008 -1.335
C 0.310 -0.372 0.049
H -1.015 2.054 -0.234
H -1.725 1.138 1.140
H 0.310 -2.125 -1.837
H -0.657 2.511 1.443
H -0.855 -2.897 -0.728
H 2.161 -0.297 0.226
H -1.416 -1.965 -2.121
H 1.647 1.833 1.691

Output
- LUMO level (eV) = 0.506
- strongest force on any atom (eV Å⁻¹) = 2.82
- HOMO energy (eV) = -8.595
- gap between HOMO and LUMO (eV) = 9.10
- SMILES string = C/N=C(\O)N(C)O

***

No. 11
Computed, not measured: an isolated molecule of C9H5Cl, with wB97M-V/def2-TZVPD.

Positions of all 15 atoms, in Å:
Cl -5.466 0.065 -0.049
C -1.401 -1.114 0.128
C -2.694 -0.595 0.067
C 1.087 -0.980 -0.176
C 2.249 1.142 0.028
C -3.873 -0.278 0.044
C 1.009 1.789 0.128
C -0.027 0.959 0.286
C -0.196 -0.397 0.098
C 2.246 -0.234 -0.152
H 0.917 2.861 0.205
H -1.329 -2.193 0.096
H 1.127 -2.011 -0.504
H 3.192 -0.729 -0.314
H 3.160 1.715 0.116

Output
- LUMO level (spin up / spin down) (eV) = -0.135 / -1.195
- strongest force on any atom (eV Å⁻¹) = 2.26
- HOMO energy (spin up / spin down) (eV) = -7.346 / -8.644
- gap between HOMO and LUMO (spin up / spin down) (eV) = 7.21 / 7.45

***

No. 12
Computed, not measured: an isolated molecule of C5H8OS2, with wB97M-V/def2-TZVPD.

Positions of all 16 atoms, in Å:
S 1.706 0.041 -0.803
S -0.330 1.399 1.075
O -1.858 -1.867 -1.140
C -1.433 -0.478 -0.800
C -0.474 -1.358 1.310
C 1.480 1.161 0.582
C -0.674 -0.171 0.386
C 0.022 0.102 -1.063
H 1.888 0.684 1.404
H 0.173 -1.126 2.217
H 2.093 2.060 0.251
H 0.155 -2.095 0.744
H -0.309 1.066 -1.402
H -2.200 -0.001 -1.354
H -1.528 -1.809 1.559
H -0.958 -2.413 -1.138

Output
- LUMO level (eV) = 0.507
- strongest force on any atom (eV Å⁻¹) = 4.63
- HOMO energy (eV) = -8.427
- gap between HOMO and LUMO (eV) = 8.93
- SMILES string = C[C@@]12SCS[C@H]1[C@H]2O